No. 1
Below is 2 unconnected molecules or ions with the total composition C5H6N in a non-equilibrium geometry, with properties calculated with ωB97M-V/def2-TZVPD.

Last columns: bonded neighbours and bond lengths (Å).
Element x y z (Å)
1 C 2.991 0.374 0.034  N6 1.151, H7 1.125
2 C -1.127 0.830 0.054  C3 1.518, C4 1.531, H8 1.077, H9 1.082
3 C -1.374 -0.415 -0.778  C2 1.518, C4 1.711, C5 1.339, H10 1.086
4 C -0.865 -0.447 0.855  C2 1.531, C3 1.711, C5 1.390, H11 1.104
5 C -0.460 -1.222 -0.226  C3 1.339, C4 1.390, H12 1.072
6 N 1.880 0.214 -0.221  C1 1.151
7 H 4.071 0.604 0.250  C1 1.125
8 H -0.221 1.244 -0.354  C2 1.077
9 H -1.844 1.591 0.336  C2 1.082
10 H -2.068 -0.356 -1.612  C3 1.086
11 H -1.346 -0.509 1.847  C4 1.104
12 H 0.363 -1.909 -0.187  C5 1.072

Results
Total charge: +1
Total energy in Eh: -248.45276
HOMO level in eV: -16.213
Spin multiplicity: 1


No. 2
Below is a gas-phase ion, C5H6N (charge +1) in a non-equilibrium geometry, with properties calculated with ωB97M-V/def2-TZVPD.

Last columns: bonded neighbours and bond lengths (Å).
Element x y z (Å)
1 C 1.579 0.428 0.507  C2 1.614, C5 1.280, H7 1.080
2 C 0.746 -0.787 -0.152  C1 1.614, C3 1.465, C5 1.469, H8 1.009
3 C -0.648 -0.789 0.297  C2 1.465, C4 1.455, N6 1.555, H9 1.083
4 C -1.551 -0.016 -0.542  C3 1.455, N6 1.247, H10 1.053
5 C 1.271 0.455 -0.735  C1 1.280, C2 1.469, H11 1.126
6 N -1.195 0.660 0.443  C3 1.555, C4 1.247, H12 0.973
7 H 2.048 0.797 1.408  C1 1.080
8 H 1.138 -1.716 -0.174  C2 1.009
9 H -0.965 -1.485 1.064  C3 1.083
10 H -1.963 0.148 -1.497  C4 1.053
11 H 1.432 0.953 -1.732  C5 1.126
12 H -1.385 1.475 0.939  N6 0.973

Results
Total charge: +1
SMILES: C1=CC1[C@@H]1C=[NH+]1
Total energy in Eh: -248.41057
HOMO level in eV: -14.654
Spin multiplicity: 1